No. 1
Density functional theory data (ωB97M-V/def2-TZVPD) for 8 unconnected molecules or ions with the total composition C38H85O27P3 in a non-equilibrium geometry.

The geometry in XYZ format:
```
153
Properties=species:S:1:pos:R:3
C 1.977 -6.349 -0.346
C 0.892 -5.946 0.627
O -0.430 -5.557 0.171
P -1.679 -6.573 0.433
O -2.045 -6.709 1.865
O -1.345 -8.024 -0.258
C -2.413 -8.944 -0.199
C -2.247 -9.911 -1.349
O -2.752 -5.869 -0.599
C -3.103 -4.546 -0.545
C -4.375 -4.350 0.261
H 1.840 -5.612 -1.137
H 2.993 -6.437 0.038
H 1.756 -7.375 -0.642
H 0.898 -6.673 1.439
H 1.209 -5.024 1.115
H -2.222 -9.535 0.697
H -3.392 -8.473 -0.114
H -2.905 -9.596 -2.159
H -1.176 -9.975 -1.544
H -2.547 -10.941 -1.153
H -2.254 -3.896 -0.336
H -3.329 -4.212 -1.558
H -4.575 -3.291 0.423
H -5.248 -4.814 -0.197
H -4.308 -4.645 1.308
C 1.113 2.569 -0.804
C 0.542 1.262 -1.379
O 1.157 0.220 -0.745
P 0.220 -0.788 0.053
O 0.835 -1.839 0.884
O -1.027 0.005 0.740
C -1.805 -0.684 1.709
C -1.694 0.110 3.055
O -0.526 -1.525 -1.220
C 0.074 -2.621 -1.801
C -0.687 -2.993 -3.062
H 0.485 2.975 -0.011
H 2.003 2.447 -0.187
H 1.379 3.311 -1.557
H -0.538 1.115 -1.413
H 0.847 1.045 -2.403
H -2.825 -0.604 1.333
H -1.604 -1.751 1.812
H -0.824 -0.166 3.651
H -1.627 1.159 2.767
H -2.468 0.147 3.822
H 0.997 -2.227 -2.228
H 0.140 -3.372 -1.013
H -0.971 -2.145 -3.685
H -0.206 -3.739 -3.695
H -1.592 -3.524 -2.767
C -4.194 -0.954 -3.014
C -3.930 0.205 -4.022
O -3.035 1.083 -3.482
P -1.912 1.900 -4.487
O -2.638 2.668 -5.498
O -1.185 2.830 -3.354
C -1.633 4.190 -3.187
C -2.051 4.516 -1.657
O -0.984 0.650 -4.948
C -0.297 0.675 -6.217
C 0.794 1.728 -6.247
H -3.375 -1.563 -2.633
H -4.904 -0.714 -2.223
H -4.717 -1.639 -3.682
H -3.453 -0.273 -4.877
H -4.803 0.780 -4.333
H -0.827 4.791 -3.608
H -2.452 4.569 -3.799
H -2.129 5.598 -1.549
H -2.920 3.924 -1.371
H -1.316 4.219 -0.909
H 0.109 -0.329 -6.346
H -0.891 0.893 -7.104
H 1.381 1.625 -5.334
H 1.363 1.574 -7.164
H 0.479 2.769 -6.318
C 4.700 0.611 -0.592
C 5.670 0.951 -1.689
O 4.930 1.888 -2.629
C 5.529 2.563 -3.559
O 6.736 2.757 -3.775
O 4.535 3.197 -4.345
C 4.703 3.696 -5.668
H 5.264 0.223 0.256
H 4.019 -0.160 -0.952
H 3.928 1.351 -0.380
H 5.942 0.049 -2.237
H 6.573 1.329 -1.210
H 5.001 4.731 -5.503
H 3.732 3.823 -6.149
H 5.433 3.166 -6.281
C 2.009 6.250 -2.614
C 1.541 7.283 -3.523
O 2.556 7.899 -4.261
C 2.834 7.452 -5.547
O 2.359 6.491 -6.089
O 3.722 8.269 -6.132
C 4.393 7.869 -7.305
H 2.297 5.415 -3.253
H 1.223 5.997 -1.903
H 2.809 6.671 -2.004
H 0.970 7.975 -2.904
H 0.820 6.816 -4.195
H 3.552 7.996 -7.987
H 5.066 7.013 -7.353
H 5.010 8.762 -7.401
C 2.842 -1.304 4.113
C 3.368 -0.113 3.426
O 2.926 1.006 4.083
C 2.020 1.827 3.639
O 1.216 1.632 2.735
O 2.282 2.957 4.278
C 1.352 4.104 4.183
H 3.107 -2.258 3.659
H 1.752 -1.317 4.095
H 3.227 -1.450 5.122
H 3.001 -0.003 2.406
H 4.442 -0.045 3.595
H 0.339 3.748 4.370
H 1.463 4.611 3.225
H 1.646 4.872 4.900
C 1.296 1.947 8.054
C -0.002 1.382 7.414
O -0.675 2.165 6.389
C -1.942 1.913 5.950
O -2.639 1.047 6.364
O -2.290 2.746 5.004
C -3.619 2.664 4.453
H 1.519 1.766 9.105
H 1.435 2.992 7.779
H 2.138 1.446 7.577
H -0.669 1.185 8.252
H 0.158 0.448 6.875
H -3.723 3.500 3.762
H -4.210 2.820 5.356
H -3.904 1.652 4.165
C -0.321 -3.998 5.401
C -1.432 -3.492 4.449
O -2.468 -2.963 5.277
C -3.580 -2.469 4.613
O -3.712 -2.325 3.389
O -4.549 -2.153 5.547
C -4.494 -2.505 6.943
H -0.659 -4.590 6.251
H 0.246 -3.157 5.800
H 0.437 -4.653 4.972
H -1.842 -4.353 3.923
H -1.109 -2.761 3.708
H -3.508 -2.249 7.333
H -4.727 -3.569 6.923
H -5.087 -1.865 7.596
```

LUMO energy (eV): 0.56
Max |F| (eV Å⁻¹): 5.205
Total charge: 0
Energy (eV): -123936.285
SMILES string: CCOP(=O)(OCC)OCC.CCOP(=O)(OCC)OCC.CCOP(=O)(OCC)OCC.CCOC(=O)OC.CCOC(=O)OC.CCOC(=O)OC.CCOC(=O)OC.CCOC(=O)OC
Frontier orbital gap (eV): 10.694
ΔE to the lowest compared entry with this formula, charge and spin (kJ/mol): 475.9



No. 2
Density functional theory data (ωB97M-V/def2-TZVPD) for 5 unconnected molecules or ions with the total composition C38H86BN2O10 in a non-equilibrium geometry.

The geometry in XYZ format:
```
137
Properties=species:S:1:pos:R:3
C 5.980 2.367 -3.570
C 5.968 3.744 -4.501
C 4.498 4.008 -5.195
C 4.351 2.996 -6.488
C 2.772 2.551 -6.577
C 1.739 3.771 -6.955
C 0.496 3.943 -5.889
C -0.355 2.543 -5.628
C -1.060 2.469 -4.150
C -0.608 1.120 -3.269
C -1.355 1.195 -1.832
C -0.457 1.100 -0.492
B -0.551 -0.491 0.034
O -1.105 -0.908 1.336
N -0.076 -1.622 -0.908
C 1.199 -2.201 -0.336
C -1.169 -2.661 -1.074
C -1.130 2.053 0.654
C -0.677 3.628 0.621
C -1.611 4.557 -0.412
C -1.080 4.221 2.136
N 0.801 3.882 0.488
O 1.384 3.548 1.684
C 1.481 3.081 -0.587
C 1.416 3.763 -2.101
C 3.110 3.128 -0.194
C 1.120 1.463 -0.586
H 7.074 1.921 -3.536
H 5.625 2.587 -2.476
H 5.286 1.518 -4.009
H 6.780 3.672 -5.346
H 6.180 4.657 -3.783
H 4.447 5.112 -5.635
H 3.604 3.908 -4.412
H 4.962 2.009 -6.228
H 4.700 3.480 -7.512
H 2.441 2.161 -5.499
H 2.557 1.666 -7.322
H 2.359 4.788 -6.924
H 1.325 3.640 -8.051
H 0.885 4.442 -4.891
H -0.241 4.744 -6.376
H 0.256 1.572 -5.861
H -1.244 2.571 -6.424
H -2.232 2.323 -4.322
H -0.952 3.466 -3.545
H -1.079 0.208 -3.879
H 0.543 0.939 -3.264
H -2.052 2.165 -1.850
H -2.130 0.287 -1.798
H -0.706 -1.770 1.657
H 1.279 -3.373 -0.454
H 2.106 -1.740 -0.949
H 1.329 -1.935 0.812
H -1.426 -2.842 -2.225
H -2.197 -2.354 -0.553
H -0.877 -3.728 -0.631
H -0.860 1.656 1.747
H -2.312 2.001 0.595
H -1.476 5.707 -0.235
H -2.733 4.295 -0.103
H -1.505 4.247 -1.533
H -2.222 4.517 2.042
H -0.498 5.236 2.372
H -0.894 3.445 2.991
H 0.534 4.518 -2.242
H 2.412 4.407 -2.239
H 1.476 2.946 -2.968
H 3.422 4.215 0.181
H 3.728 2.971 -1.202
H 3.402 2.301 0.589
H 1.724 0.892 -1.444
H 1.617 1.055 0.422
C -3.361 -1.949 3.371
O -3.274 -3.361 3.518
C -4.204 -3.864 4.482
C -5.427 -4.488 3.802
O -6.205 -3.495 3.125
C -5.979 -3.497 1.720
H -2.805 -1.661 2.474
H -4.394 -1.610 3.265
H -2.899 -1.460 4.238
H -4.502 -3.077 5.185
H -3.684 -4.642 5.051
H -6.070 -4.928 4.570
H -5.129 -5.287 3.113
H -6.480 -4.358 1.268
H -4.911 -3.520 1.477
H -6.409 -2.584 1.303
C 7.435 3.639 5.426
O 7.472 3.939 4.035
C 7.396 2.762 3.225
C 5.986 2.567 2.660
O 5.047 2.274 3.700
C 4.265 3.409 4.056
H 7.263 4.569 5.974
H 6.637 2.936 5.673
H 8.401 3.225 5.738
H 7.722 1.878 3.787
H 8.092 2.904 2.391
H 5.994 1.705 1.986
H 5.668 3.443 2.082
H 3.516 3.598 3.281
H 4.881 4.302 4.201
H 3.749 3.189 4.993
C -6.601 -5.293 10.246
O -5.331 -4.786 10.637
C -4.268 -5.310 9.834
C -3.817 -4.295 8.779
O -4.843 -4.070 7.806
C -5.543 -2.852 8.033
H -7.375 -4.691 10.729
H -6.747 -5.246 9.164
H -6.703 -6.331 10.586
H -4.560 -6.259 9.370
H -3.429 -5.511 10.509
H -2.954 -4.705 8.244
H -3.507 -3.353 9.246
H -4.917 -2.006 7.733
H -5.840 -2.739 9.081
H -6.444 -2.855 7.417
C -0.389 -5.483 -4.032
O -1.311 -4.504 -4.497
C -0.872 -3.876 -5.705
C -1.596 -4.450 -6.926
O -1.232 -5.816 -7.150
C -2.228 -6.723 -6.689
H -0.881 -6.077 -3.257
H -0.063 -6.152 -4.831
H 0.482 -4.986 -3.589
H 0.216 -3.960 -5.816
H -1.117 -2.812 -5.619
H -1.289 -3.888 -7.813
H -2.683 -4.348 -6.823
H -3.076 -6.720 -7.380
H -2.571 -6.475 -5.679
H -1.795 -7.726 -6.671
```

Spin multiplicity: 2
LUMO energy (alpha / beta) (eV): 0.44 / -0.38
Max |F| (eV Å⁻¹): 4.052
⟨S²⟩: 0.755
Total charge: 0
Energy (eV): -64916.655
Frontier orbital gap (alpha / beta) (eV): 9.164 / 8.383